{
  "formula": "C72H136BO42S17Zn",
  "method": "ωB97M-V/def2-TZVPD",
  "elements": ["Zn", "O", "C", "O", "B", "O", "C", "O", "O", "C", "O", "C", "O", "O", "C", "C", "C", "S", "O", "O", "C", "H", "H", "H", "H", "H", "H", "H", "H", "C", "C", "C", "S", "O", "O", "C", "H", "H", "H", "H", "H", "H", "H", "H", "C", "C", "C", "S", "O", "O", "C", "H", "H", "H", "H", "H", "H", "H", "H", "C", "C", "C", "S", "O", "O", "C", "H", "H", "H", "H", "H", "H", "H", "H", "C", "C", "C", "S", "O", "O", "C", "H", "H", "H", "H", "H", "H", "H", "H", "C", "C", "C", "S", "O", "O", "C", "H", "H", "H", "H", "H", "H", "H", "H", "C", "C", "C", "S", "O", "O", "C", "H", "H", "H", "H", "H", "H", "H", "H", "C", "C", "C", "S", "O", "O", "C", "H", "H", "H", "H", "H", "H", "H", "H", "C", "C", "C", "S", "O", "O", "C", "H", "H", "H", "H", "H", "H", "H", "H", "C", "C", "C", "S", "O", "O", "C", "H", "H", "H", "H", "H", "H", "H", "H", "C", "C", "C", "S", "O", "O", "C", "H", "H", "H", "H", "H", "H", "H", "H", "C", "C", "C", "S", "O", "O", "C", "H", "H", "H", "H", "H", "H", "H", "H", "C", "C", "C", "S", "O", "O", "C", "H", "H", "H", "H", "H", "H", "H", "H", "C", "C", "C", "S", "O", "O", "C", "H", "H", "H", "H", "H", "H", "H", "H", "C", "C", "C", "S", "O", "O", "C", "H", "H", "H", "H", "H", "H", "H", "H", "C", "C", "C", "S", "O", "O", "C", "H", "H", "H", "H", "H", "H", "H", "H", "C", "C", "C", "S", "O", "O", "C", "H", "H", "H", "H", "H", "H", "H", "H"],
  "positions_angstrom": [[1.90751, 4.56917, 3.56256], [0.37543, 2.08369, 2.16490], [0.35523, 1.22170, 1.28986], [0.83213, 0.05366, 1.34873], [0.52371, -0.67922, 0.09169], [0.18559, 0.39616, -0.85278], [0.01302, 1.50293, -0.15167], [-0.21466, 2.59336, -0.63959], [-0.56426, -1.62961, 0.30918], [-0.23138, -2.79372, -0.30806], [-1.05039, -3.73290, -0.57967], [1.29376, -2.77590, -0.59539], [1.68673, -1.47376, -0.34100], [1.98165, -3.74885, -1.02970], [-0.79129, 2.94706, 8.08269], [-0.77999, 1.47927, 7.61555], [-0.07130, 1.54199, 6.27246], [-0.71492, 3.02616, 5.37320], [-1.96024, 2.77965, 4.62392], [0.42937, 3.64862, 4.60479], [-1.04522, 3.96641, 6.96125], [0.18835, 3.13008, 8.52417], [-1.60563, 3.05189, 8.79960], [-1.80436, 1.11400, 7.54239], [-0.28632, 0.81897, 8.32857], [-0.30832, 0.69205, 5.63252], [0.98774, 1.54651, 6.53036], [-2.05422, 4.35205, 6.81530], [-0.32806, 4.77077, 7.12490], [3.26363, -2.54274, -4.27193], [3.65545, -1.15052, -3.68481], [3.32340, -0.00935, -4.74871], [1.61796, -0.62123, -5.30893], [1.61194, -0.40071, -6.79857], [0.61228, -0.09432, -4.40964], [1.85852, -2.41949, -4.95575], [3.40932, -3.19538, -3.41116], [3.96160, -2.90978, -5.02441], [4.70331, -1.22618, -3.39433], [3.18854, -1.08110, -2.70232], [3.89780, -0.06175, -5.67359], [3.16154, 1.05568, -4.58249], [1.91442, -2.91236, -5.92634], [0.98792, -2.82507, -4.44031], [7.52027, 5.42543, 4.15831], [6.85811, 5.25512, 5.52466], [5.58699, 6.11123, 5.52486], [4.92101, 6.13080, 3.81554], [4.81214, 7.50215, 3.41033], [3.73922, 5.22658, 3.85615], [6.40665, 5.28799, 3.12682], [8.35757, 4.74624, 3.99787], [7.88031, 6.44941, 4.05867], [7.43382, 5.60772, 6.38043], [6.57249, 4.21017, 5.64551], [6.02718, 7.10837, 5.53169], [4.90071, 6.00452, 6.36495], [6.47610, 5.65426, 2.10255], [6.10090, 4.24181, 3.11589], [-3.91213, -7.62438, -0.46743], [-3.09577, -6.31775, -0.13226], [-3.29365, -6.18267, 1.42966], [-2.87478, -7.93509, 2.07090], [-3.86279, -8.34324, 3.01221], [-1.42088, -8.11500, 2.35177], [-3.34751, -8.80614, 0.42258], [-3.94714, -7.83130, -1.53704], [-4.97613, -7.45261, -0.30471], [-3.48679, -5.49757, -0.73435], [-2.04335, -6.15306, -0.36329], [-4.32387, -5.89425, 1.63843], [-2.63956, -5.47302, 1.93628], [-3.96979, -9.68285, 0.60217], [-2.37250, -9.15525, 0.08263], [5.58383, -1.65572, -0.43963], [5.10313, -2.73960, 0.57170], [5.60038, -4.10710, 0.18764], [6.68026, -3.87015, -1.31743], [5.98889, -4.09330, -2.58733], [7.96342, -4.53911, -1.05161], [6.92970, -2.08962, -1.01304], [5.57686, -0.69868, 0.08201], [4.83402, -1.54148, -1.22248], [4.01917, -2.64372, 0.63445], [5.30547, -2.49788, 1.61512], [4.99092, -5.00997, 0.22622], [6.36065, -4.32122, 0.93880], [7.21811, -1.75516, -2.00956], [7.80795, -1.93343, -0.38663], [0.35301, -8.21251, -1.27324], [0.88701, -6.79820, -1.56311], [1.50142, -6.70388, -3.00525], [2.60049, -8.22499, -3.00177], [3.78191, -7.97341, -2.15511], [2.76906, -8.80075, -4.37122], [1.40761, -9.17198, -1.87412], [-0.56471, -8.34092, -1.84718], [0.17388, -8.31871, -0.20332], [1.66394, -6.51263, -0.85393], [0.11663, -6.06542, -1.32298], [2.12345, -5.84219, -3.24749], [0.73835, -6.79045, -3.77876], [1.96713, -9.88163, -1.26466], [0.86463, -9.84122, -2.54149], [-4.41465, -0.81321, -3.44958], [-2.91204, -0.74092, -3.33221], [-2.51028, 0.67689, -3.01184], [-3.81115, 1.36344, -1.87614], [-4.23899, 2.65659, -2.41142], [-3.41550, 1.19084, -0.48817], [-5.00885, 0.08764, -2.37444], [-4.78764, -1.83687, -3.41624], [-4.75437, -0.42227, -4.40867], [-2.39034, -1.02886, -4.24491], [-2.49425, -1.49112, -2.66083], [-2.47283, 1.15845, -3.98898], [-1.51050, 0.87174, -2.62380], [-5.92732, 0.59469, -2.67012], [-5.26986, -0.46394, -1.47126], [3.03609, 8.40920, -1.50234], [3.62984, 9.54694, -0.59518], [3.54485, 9.15103, 0.83403], [1.88454, 8.21673, 1.01271], [0.83571, 9.07779, 1.50613], [2.17916, 6.98419, 1.72161], [1.66770, 8.04006, -0.82548], [3.63866, 7.50110, -1.48330], [2.85366, 8.66491, -2.54610], [3.09560, 10.48339, -0.75565], [4.67141, 9.67678, -0.88908], [3.75996, 9.88402, 1.61156], [4.30861, 8.37815, 0.92028], [0.88559, 8.76286, -1.05776], [1.39567, 7.00988, -1.05532], [-3.97257, -2.36370, 2.70891], [-4.05571, -0.73833, 2.54295], [-2.65409, -0.15525, 2.71782], [-2.00176, -1.04296, 4.19919], [-2.62143, -0.53120, 5.43080], [-0.61402, -1.40909, 4.16121], [-2.92360, -2.66698, 3.78467], [-3.78150, -2.73804, 1.70319], [-4.91768, -2.83590, 2.97702], [-4.68995, -0.44802, 3.38054], [-4.57650, -0.42507, 1.63811], [-2.44787, 0.91294, 2.78533], [-1.95769, -0.37263, 1.90795], [-3.17476, -3.21967, 4.68996], [-2.10039, -3.24864, 3.36984], [-2.71063, 6.39453, -3.32747], [-3.66829, 5.88961, -4.37088], [-5.10484, 5.91830, -3.79126], [-5.08360, 6.56955, -2.10043], [-5.89377, 5.71722, -1.27123], [-5.46538, 7.96494, -2.13226], [-3.35190, 6.22696, -1.97376], [-2.52732, 7.45228, -3.51634], [-1.76980, 5.84513, -3.29429], [-3.33436, 4.85798, -4.48191], [-3.68295, 6.40424, -5.33163], [-5.40911, 4.88042, -3.65588], [-5.87099, 6.53737, -4.25802], [-3.43577, 5.20181, -1.61302], [-2.87324, 6.79175, -1.17377], [1.77912, -3.89024, 2.79417], [2.09899, -5.11679, 2.06042], [0.89569, -5.97019, 2.12804], [0.20922, -5.74531, 3.81963], [0.38822, -6.81123, 4.78677], [-1.10759, -5.19622, 3.62420], [1.31657, -4.34701, 4.16456], [0.98350, -3.34292, 2.28868], [2.56936, -3.14207, 2.73206], [3.02802, -5.44962, 2.52328], [2.35542, -4.93546, 1.01664], [0.95097, -7.05464, 2.03310], [0.19319, -5.49314, 1.44465], [2.17399, -4.67049, 4.75473], [0.77465, -3.59055, 4.73216], [-7.04650, -2.96174, -0.90538], [-7.53414, -4.22512, -0.21620], [-9.13052, -4.28768, -0.54681], [-9.31810, -3.65702, -2.34690], [-10.38592, -2.62801, -2.44925], [-9.34852, -4.81476, -3.22378], [-7.66305, -2.81719, -2.35410], [-5.96640, -3.05560, -1.01799], [-7.29810, -2.02419, -0.40960], [-7.25381, -4.16362, 0.83533], [-7.07685, -5.13638, -0.60168], [-9.56639, -3.48042, 0.04178], [-9.75517, -5.17561, -0.44939], [-7.81083, -1.80708, -2.73612], [-7.06285, -3.46837, -2.98957], [3.28725, -0.95780, 4.83636], [4.40913, -0.35324, 5.73426], [4.09365, 1.12822, 5.90192], [3.83401, 1.61151, 4.17051], [5.15692, 1.74112, 3.52407], [2.86689, 2.68734, 4.02011], [3.08047, -0.00531, 3.64508], [2.43932, -0.98332, 5.52080], [3.46546, -1.95324, 4.42963], [5.37352, -0.33908, 5.22647], [4.59556, -0.87074, 6.67529], [4.90080, 1.80358, 6.18561], [3.19342, 1.18143, 6.51417], [3.63023, -0.21855, 2.72835], [2.05620, 0.25846, 3.38165], [3.97326, 1.88092, -0.66025], [3.22199, 2.70138, -1.66430], [2.69793, 4.02889, -1.01541], [3.50656, 4.22813, 0.60941], [2.67402, 3.82286, 1.74062], [4.25651, 5.48679, 0.74517], [4.76818, 2.89909, 0.22252], [4.63843, 1.13405, -1.09365], [3.14901, 1.37609, -0.15640], [2.36705, 2.10973, -1.99162], [3.84241, 2.87574, -2.54338], [1.61449, 4.12390, -0.94307], [3.05697, 4.94315, -1.48797], [5.19083, 2.47843, 1.13495], [5.44953, 3.47280, -0.40574], [-0.16511, 4.71092, -6.60872], [0.01261, 3.25390, -6.23248], [0.35331, 3.24877, -4.71728], [1.73501, 4.57568, -4.70422], [2.92812, 3.95001, -5.21476], [1.70817, 5.42310, -3.50219], [1.09816, 5.52899, -6.16067], [-1.11848, 5.10122, -6.25256], [-0.35407, 4.87596, -7.66945], [0.89851, 2.81228, -6.68882], [-0.85000, 2.62252, -6.44544], [0.79472, 2.32664, -4.33921], [-0.38237, 3.62019, -4.00389], [1.96466, 5.72004, -6.79374], [0.81519, 6.53605, -5.85431], [-3.45480, 4.62823, 2.00442], [-3.21235, 5.66786, 3.14669], [-1.95228, 6.50926, 2.73506], [-0.91444, 5.46177, 1.59070], [0.24628, 5.07057, 2.43240], [-0.68784, 6.10571, 0.32240], [-2.10298, 4.04683, 1.52692], [-4.04873, 5.10405, 1.22407], [-4.17267, 3.87988, 2.34019], [-3.06375, 5.26031, 4.14665], [-4.04783, 6.32583, 3.38574], [-1.48113, 6.95657, 3.61029], [-2.07462, 7.35068, 2.05304], [-1.83770, 3.19496, 2.15306], [-2.09909, 3.66809, 0.50484], [-3.57445, -7.06554, -5.94077], [-2.67342, -7.55909, -4.74665], [-2.46634, -6.32471, -3.82840], [-4.05455, -5.29217, -3.96434], [-3.74297, -3.99283, -4.49728], [-4.77366, -5.39894, -2.65552], [-4.75846, -6.39393, -5.31976], [-3.92592, -7.86635, -6.59136], [-3.06300, -6.37680, -6.61319], [-1.75893, -8.09283, -5.00536], [-3.34444, -8.29914, -4.31059], [-1.65140, -5.65386, -4.10028], [-2.35871, -6.71322, -2.81569], [-5.48757, -5.81251, -5.88407], [-5.37041, -7.06929, -4.72185]],
  "atomic_forces_ev_per_a": [[-0.6, -0.6, -1.6], [-0.4, -1.6, -1.0], [0.1, 4.0, 1.5], [0.6, -2.8, 0.6], [0.5, -0.2, 0.1], [-0.1, -0.3, 0.3], [-0.4, 1.7, -1.9], [0.0, -1.1, 0.7], [0.4, -1.6, -1.3], [-3.8, -2.8, -0.2], [3.7, 4.0, 1.2], [2.1, -1.5, -1.5], [-0.1, -2.4, -0.6], [-2.6, 4.5, 2.0], [-0.7, -0.3, 0.5], [-1.0, 0.8, -0.7], [-0.7, -1.0, -0.3], [1.2, 0.7, -0.4], [2.2, 0.3, 1.4], [-1.9, -0.8, 1.9], [0.5, -0.7, -0.8], [-0.2, 0.4, 0.2], [0.4, 0.2, 0.4], [0.0, -0.1, -0.4], [0.2, 0.2, -0.1], [0.2, 0.0, -0.1], [0.2, 0.7, -0.9], [0.0, -0.1, 0.4], [-0.2, 0.1, -0.7], [-0.3, 1.0, 0.1], [0.6, 0.5, -0.8], [-1.7, -2.1, 0.1], [2.3, 0.1, -2.6], [-0.8, -0.4, 3.3], [-0.2, 0.1, -0.3], [0.8, 0.0, -0.1], [-0.8, -0.5, -0.2], [0.1, 0.4, 0.0], [0.3, 0.3, -0.5], [-0.7, 0.6, -0.2], [0.2, -0.4, 0.2], [0.1, -0.1, 0.9], [-0.2, 0.2, 0.0], [0.1, 0.3, 0.3], [-0.3, 1.3, -0.1], [-1.0, -0.5, 0.1], [1.1, 1.0, -0.8], [0.5, -0.5, 2.2], [-0.3, -0.5, -0.4], [0.8, 0.9, -0.1], [-1.4, -0.8, -0.2], [-0.2, 0.0, -0.1], [0.4, 0.1, 0.2], [0.4, -0.4, -0.2], [0.3, -0.2, 0.2], [-0.5, 0.4, 0.3], [-0.2, -0.2, -0.5], [0.5, 0.1, 0.2], [-0.2, -0.2, -0.3], [1.3, -0.4, 0.2], [-1.1, 0.0, 1.2], [0.9, -0.4, -1.0], [0.9, 0.2, -2.2], [-0.4, -0.1, 1.2], [-2.6, 0.6, -0.8], [0.8, 1.8, 0.2], [0.6, -0.3, -0.1], [0.1, 0.2, 0.7], [-0.7, 0.2, 0.6], [0.4, -1.3, -0.1], [-0.1, -0.6, 0.3], [0.2, -0.2, -0.1], [-0.2, 0.4, 0.3], [0.0, 0.1, -0.3], [0.0, 0.1, 0.5], [-1.8, 0.9, 0.0], [1.6, -0.2, 0.3], [1.1, -1.2, 0.7], [0.4, 0.6, 1.5], [-1.7, 0.7, -0.6], [-0.3, -0.5, -0.6], [0.4, 0.1, -0.1], [0.1, -0.3, -0.1], [-0.3, -0.4, -0.6], [1.0, 0.0, 0.0], [-0.5, 0.4, -0.7], [0.4, -0.3, -0.3], [-0.4, 0.4, 0.0], [-0.3, -0.3, 0.3], [1.5, 0.5, -0.8], [0.3, 0.9, -0.1], [0.0, -1.0, 1.0], [0.1, -0.5, -0.1], [-1.5, 0.0, -1.4], [-0.6, 1.2, 3.0], [-0.4, -0.9, -1.4], [-0.2, -0.1, 0.3], [0.0, -0.2, -0.1], [0.3, -0.3, 0.0], [-0.2, 0.2, -0.6], [0.0, 0.0, 0.4], [0.1, -0.4, -0.1], [0.3, 0.7, 0.4], [0.1, 0.0, -0.3], [-0.4, 0.5, -0.4], [1.4, -1.0, 0.0], [0.3, 0.6, 0.1], [0.7, -0.3, -2.4], [0.3, -0.7, 1.0], [-0.2, 0.3, -0.4], [-0.9, -0.1, 1.0], [0.0, 0.1, 0.3], [0.2, 0.0, -0.2], [-0.3, 0.1, -0.3], [-0.4, 0.1, 0.7], [-0.7, 0.8, 0.2], [-0.1, -0.4, 0.5], [0.2, 0.2, -0.1], [0.2, -0.1, 0.2], [-1.3, 0.1, 1.7], [-0.2, 0.3, -1.7], [-0.3, -1.8, 0.3], [1.9, 1.1, -0.7], [0.0, -0.2, 0.0], [-0.5, 0.2, -0.3], [0.9, -0.2, 0.2], [0.3, 0.2, 0.1], [0.2, 0.3, 0.2], [0.0, 0.0, -0.3], [0.0, 0.3, 0.1], [-0.6, 0.1, -0.2], [-0.3, -0.4, 0.6], [-0.1, -0.2, 0.0], [-0.4, 0.2, 0.1], [-0.2, 1.6, -0.2], [-0.5, -1.4, 1.1], [1.1, -0.2, 0.0], [-3.9, -2.6, 0.2], [1.2, 0.4, -1.1], [1.3, 1.0, 0.1], [1.7, 0.9, -1.0], [0.7, -0.3, 0.2], [-0.3, 0.6, 0.1], [0.1, 0.5, 0.0], [0.4, -0.1, -0.1], [-0.9, 0.2, 0.8], [-0.2, -0.9, -0.2], [-0.5, 0.6, 0.1], [0.0, 0.0, -0.1], [0.3, 1.2, 0.5], [-1.0, -0.7, -0.1], [0.0, -0.5, 0.5], [-1.1, 0.3, -1.6], [0.4, -0.3, 0.6], [0.9, -0.1, 0.0], [0.1, 0.1, 1.7], [0.3, 0.1, 0.3], [0.1, 0.2, -0.3], [-0.7, -0.2, -0.6], [0.5, 0.0, 0.1], [-0.5, 0.2, -0.1], [0.2, -0.3, -0.5], [0.4, -0.4, -0.3], [-0.1, 0.2, -0.1], [-1.0, 2.0, 0.0], [2.2, -0.5, -1.0], [-0.8, -1.3, 1.0], [0.5, 0.3, 0.2], [0.3, 0.7, -1.1], [-0.6, 0.1, 0.2], [0.3, 0.5, 0.5], [-0.6, 0.0, 0.1], [0.4, -0.2, 0.6], [-0.1, -1.0, 0.0], [0.0, 0.1, -0.1], [0.2, 0.1, -0.5], [-0.5, -0.5, 0.1], [-0.1, -0.3, 0.1], [-0.2, -0.1, -0.1], [-0.3, 0.5, -1.7], [-2.3, -0.5, -0.9], [1.2, 1.5, -0.3], [-0.6, 0.9, 1.5], [1.9, -1.8, 0.3], [0.2, 0.8, 0.3], [-0.1, -1.5, 0.6], [0.1, 0.4, 0.0], [0.1, -0.3, 0.6], [-0.6, -0.1, 0.1], [0.2, 0.2, -0.3], [-0.3, 0.0, 0.0], [0.6, -0.2, 0.0], [0.2, -0.2, 0.1], [-0.1, 0.3, -0.4], [0.4, 0.7, 0.3], [1.3, 0.0, -0.8], [-0.3, -0.1, -0.6], [0.2, -1.2, -0.8], [-1.6, 0.2, 1.0], [0.5, -0.5, 0.8], [0.2, 1.5, 0.4], [-0.5, -0.2, -0.5], [0.2, 0.0, 0.5], [0.1, -0.5, -0.2], [-0.4, 0.0, 0.0], [0.0, -0.3, 0.6], [-0.1, 0.8, -0.2], [0.0, -0.4, 0.1], [0.0, -0.3, 0.1], [0.3, 0.7, 1.2], [-0.6, 0.8, -0.8], [0.4, 0.4, 0.2], [2.1, -0.4, -0.3], [-0.1, 0.0, -0.8], [-0.9, -1.3, -0.3], [-1.9, -0.2, -0.1], [-0.1, 0.1, -0.1], [0.6, -0.4, 0.9], [-0.1, 0.2, -0.2], [-0.1, 0.5, 0.0], [0.0, -0.2, 0.2], [0.0, -0.2, -0.4], [0.1, 0.3, 0.0], [0.4, -0.2, 0.2], [0.5, 0.7, -1.3], [0.3, -0.3, 1.4], [1.3, 1.3, -0.1], [-2.1, 0.7, -0.7], [0.7, -0.3, 0.8], [0.3, -1.1, -0.9], [-1.1, 0.1, 1.3], [0.3, 0.2, 1.0], [0.5, -0.4, -0.3], [-0.2, 0.0, -0.4], [0.0, 0.1, 0.0], [0.0, 0.0, -0.1], [-0.3, 0.0, -0.3], [-0.3, -0.9, -0.5], [-0.2, -0.1, 0.4], [-0.5, 0.7, 0.6], [0.9, 0.6, -0.6], [-0.5, -0.1, -0.8], [0.0, -0.7, 3.4], [-0.5, 0.2, -1.0], [-0.1, -0.4, 0.3], [-0.7, 0.3, -0.4], [0.5, 0.3, -0.4], [0.5, -0.5, 0.2], [0.6, -0.7, -0.3], [-0.2, 0.1, -0.8], [0.8, -0.6, -0.2], [-0.9, 0.1, 0.1], [0.7, 0.6, 0.2], [-0.1, 0.3, -0.1], [0.8, 0.0, -0.5], [-1.3, 1.0, -1.0], [-1.0, -0.6, -0.1], [0.2, -2.2, 1.6], [0.0, 0.3, 0.0], [0.8, 0.3, -2.7], [-0.8, 0.9, 2.1], [0.1, -0.3, 0.2], [0.2, 0.1, 0.1], [0.0, 0.4, -0.2], [0.3, 0.0, 0.8], [0.0, -0.2, -0.1], [0.0, 0.6, 0.2], [0.5, 0.2, -0.4], [0.1, -0.4, 0.0]],
  "mulliken_charge": [1.9923, 0.4279, -0.6314, 0.6395, 0.0821, 0.3098, 0.2665, -0.4359, -0.7209, 0.3778, -0.5491, 0.3191, 0.0959, -0.7337, -0.6759, -0.8417, 1.0919, 0.7958, -0.7328, -0.7668, -0.8759, 0.2981, 0.4094, 0.3055, 0.4897, -0.7139, -0.5414, 0.4962, 0.2994, -0.3450, 0.5212, -0.6800, 1.0316, -0.7773, -0.2506, -0.9716, -0.0441, 0.5596, 0.6433, -0.9808, 0.4240, 0.1461, 0.4737, 0.3081, -0.8524, -0.3031, -1.0326, 0.7018, -0.7126, -0.7847, -0.2944, 0.3987, 0.3742, 0.4378, 0.0468, 0.4348, 0.4267, 0.6223, -0.0683, -0.3810, 0.9692, 0.1621, 0.9794, -0.7062, -0.5528, -0.7216, 0.2279, 0.2980, 0.2334, -0.9969, 0.4413, -0.3829, 0.4720, 0.1627, 0.7675, 0.7771, -1.2045, 1.0850, -0.5381, -0.7315, -1.1127, 0.2698, -0.6511, -0.8153, 0.3480, 0.5080, 0.5145, 0.4984, 0.3805, 0.2702, 0.6459, -0.4537, 1.0443, -0.5989, -0.6645, -1.1615, -0.0392, 0.1345, 0.0384, -0.3014, 0.0455, 0.2207, 0.4311, 0.4399, -0.2419, -0.2265, 0.3729, 0.9550, -0.5857, -0.2278, -0.5986, -0.0089, 0.3279, 0.5264, -0.3316, 0.2638, -0.5550, 0.5053, -0.1423, -0.3901, -0.9469, -0.3624, 0.9356, -0.7635, -0.7565, -0.4063, 0.0648, 0.4808, 0.3160, 0.4338, 0.5612, -0.0234, 0.5647, -0.0530, -0.4277, -1.3546, 1.4842, 0.8831, -0.7159, -0.4413, -0.0985, 0.0683, 0.4868, 0.4784, 0.4845, -0.1747, -1.0264, 0.4698, -0.4277, -0.1654, -0.5055, -0.8351, 1.1734, -0.6534, -0.7000, 0.0070, 0.4274, -0.2011, 0.0963, 0.4011, 0.2963, 0.5206, -0.3831, 0.4982, 1.4872, -0.5459, -0.1158, 1.0133, -0.7912, -0.5303, -1.0163, -0.7141, -0.3783, 0.4963, -0.3207, 0.7636, -0.3058, 0.4817, 0.3740, -0.1081, -0.3917, -0.9003, 1.0982, -0.6673, -0.6286, -0.5093, 0.0413, 0.3380, 0.4264, -0.0065, 0.3761, 0.4881, 0.4837, -0.0163, -0.1388, -1.0191, -0.6066, 0.3560, -0.9562, 0.3505, 0.5404, 0.0433, 0.2467, 0.3387, 0.5470, 0.5374, 0.0567, 0.2569, -0.8656, 0.3646, 0.1296, -0.7184, 0.5323, 2.3200, -0.7805, -1.6830, 0.8227, -0.5144, -0.7401, 0.4631, 0.1227, 0.3550, 0.4130, 0.6710, -0.2712, -0.7684, 0.5148, 0.9789, -0.6707, -0.3476, -0.9038, -0.0089, 0.4419, 0.3647, 0.3896, -0.4776, -0.0561, 0.4456, 0.3360, -0.6145, -0.2674, -1.2916, 1.2457, -0.3437, -0.4192, 1.1883, 0.1929, 0.5121, -0.0897, 0.5076, 0.4896, 0.5442, -1.3545, -0.1847, -0.7796, -0.9020, 0.6488, 0.9993, -0.6278, -0.5814, -0.8492, 0.4362, 0.2876, 0.4882, 0.3118, 0.4073, -0.8463, 0.5425, 0.3814],
  "e_lumo_ev": -2.551,
  "total_charge": 1,
  "orbital_gap_ev": 8.6,
  "e_homo_ha": -0.41094
}